No. 1
DFT (the ωB97M-V functional and the def2-TZVPD basis) results for a cluster of 5 separate species, C35H40F10N4O9S2 in total in a non-equilibrium geometry.

Last column: Löwdin charge in e.
Cartesian coordinates (Å):
C (1.853, -4.175, -3.744)  -0.09
C (1.682, -2.585, -3.259)  -0.06
C (1.883, -1.415, -4.391)  0.04
C (1.681, 0.142, -3.922)  -0.13
N (1.848, 1.221, -4.980)  0.10
C (3.205, 1.187, -5.317)  -0.01
O (4.545, 1.396, -5.226)  0.03
C (1.320, 0.503, -2.329)  -0.10
S (1.128, 2.328, -1.933)  0.86
O (0.528, 2.632, -0.538)  -0.33
O (0.086, 2.889, -2.977)  -0.36
C (2.732, 3.282, -2.294)  -0.22
F (2.621, 3.845, -3.691)  -0.01
F (3.943, 2.402, -2.282)  0.00
C (2.901, 4.621, -1.316)  -0.09
F (3.842, 5.580, -2.005)  0.02
F (1.605, 5.365, -1.189)  0.04
C (3.591, 4.230, 0.119)  -0.14
F (3.128, 5.157, 1.185)  0.06
F (3.318, 2.841, 0.557)  0.05
F (5.070, 4.402, -0.059)  0.04
C (1.134, -0.735, -1.229)  -0.07
N (0.820, -0.337, 0.185)  0.12
C (0.620, -1.505, 1.108)  -0.09
C (0.260, -1.165, 2.690)  -0.10
C (1.303, -1.506, 3.942)  0.01
C (0.788, -1.106, 5.444)  -0.09
N (-0.529, -0.503, 5.843)  -0.01
C (-1.449, -0.203, 4.694)  -0.07
C (-1.205, -0.494, 3.100)  0.02
C (0.751, -3.039, 0.581)  -0.16
S (0.409, -4.405, 1.872)  0.88
O (-0.900, -4.168, 2.672)  -0.33
O (1.667, -4.649, 2.749)  -0.35
C (0.120, -6.027, 0.904)  -0.27
F (-0.771, -5.825, -0.285)  0.00
F (1.376, -6.751, 0.601)  0.02
F (-0.665, -6.932, 1.826)  -0.01
N (1.108, -3.516, -0.798)  0.11
C (1.285, -2.297, -1.660)  -0.08
H (2.897, -4.550, -3.307)  0.11
H (1.928, -4.152, -4.924)  0.09
H (0.974, -4.862, -3.366)  0.09
H (2.147, -1.618, -5.526)  0.12
H (2.347, -2.007, 3.757)  0.10
H (1.556, -1.329, 6.331)  0.11
H (-2.491, 0.310, 4.972)  0.09
H (-2.006, -0.255, 2.256)  0.11
C (-4.176, -9.610, 2.417)  -0.18
C (-3.126, -9.154, 1.437)  -0.19
C (-2.053, -10.207, 1.609)  -0.21
O (-2.719, -11.423, 1.976)  -0.14
C (-4.081, -11.116, 2.304)  -0.21
H (-5.177, -9.228, 2.198)  0.12
H (-3.901, -9.293, 3.430)  0.12
H (-3.528, -9.193, 0.418)  0.12
H (-2.762, -8.140, 1.623)  0.10
H (-1.365, -9.945, 2.420)  0.12
H (-1.472, -10.366, 0.696)  0.12
H (-4.714, -11.493, 1.493)  0.12
H (-4.361, -11.625, 3.231)  0.12
C (-3.014, 4.965, -2.530)  -0.18
C (-2.464, 4.960, -3.933)  -0.18
C (-3.640, 4.442, -4.732)  -0.21
O (-4.827, 4.867, -4.048)  -0.14
C (-4.455, 5.365, -2.756)  -0.21
H (-2.485, 5.640, -1.853)  0.12
H (-2.968, 3.953, -2.110)  0.12
H (-2.225, 5.985, -4.241)  0.12
H (-1.566, 4.349, -4.051)  0.09
H (-3.647, 3.347, -4.765)  0.12
H (-3.650, 4.822, -5.757)  0.12
H (-4.566, 6.455, -2.773)  0.12
H (-5.128, 4.958, -1.996)  0.12
C (-6.576, 2.775, 6.423)  -0.18
C (-5.526, 3.232, 5.443)  -0.18
C (-4.453, 2.179, 5.615)  -0.22
O (-5.119, 0.962, 5.982)  -0.15
C (-6.481, 1.270, 6.311)  -0.21
H (-7.576, 3.157, 6.205)  0.12
H (-6.301, 3.093, 7.436)  0.12
H (-5.928, 3.193, 4.424)  0.12
H (-5.162, 4.246, 5.629)  0.12
H (-3.765, 2.441, 6.426)  0.12
H (-3.872, 2.019, 4.702)  0.10
H (-7.113, 0.892, 5.500)  0.12
H (-6.760, 0.761, 7.237)  0.12
C (7.310, 5.659, -2.451)  -0.18
C (6.806, 4.263, -2.711)  -0.19
C (7.056, 4.106, -4.195)  -0.20
O (8.205, 4.906, -4.509)  -0.13
C (8.499, 5.745, -3.384)  -0.20
H (7.574, 5.844, -1.407)  0.12
H (6.549, 6.390, -2.747)  0.12
H (7.411, 3.540, -2.151)  0.12
H (5.758, 4.115, -2.437)  0.07
H (6.214, 4.486, -4.782)  0.12
H (7.242, 3.067, -4.481)  0.12
H (9.406, 5.358, -2.907)  0.12
H (8.691, 6.765, -3.725)  0.12

Forces on atoms 1 to 3 (eV/Å):
0.65 1.34 0.10
-0.20 1.90 -1.04
-1.25 0.24 4.78

Results
highest occupied orbital energy	-9.2	eV
2S+1	1
F_max	11.61	eV/A
charge	0
E	-4047.73780	a.u.



No. 2
DFT (the ωB97M-V functional and the def2-TZVPD basis) results for a structure of composition C35H40F2N8O3P2Ru in a non-equilibrium geometry.

Last column: Löwdin charge in e.
Cartesian coordinates (Å):
Ru (1.262, 0.096, 0.959)  1.41
F (2.663, 1.064, 6.040)  0.09
C (2.505, 1.551, 4.805)  -0.26
C (2.090, 0.698, 3.794)  -0.02
C (1.911, 1.199, 2.519)  -0.20
C (2.179, 2.553, 2.235)  -0.12
C (2.569, 3.378, 3.294)  -0.20
F (2.804, 4.685, 3.082)  0.08
C (2.733, 2.899, 4.579)  0.08
C (2.047, 2.927, 0.834)  -0.19
C (2.247, 4.203, 0.300)  0.03
C (2.147, 4.394, -1.065)  -0.02
C (1.821, 3.312, -1.875)  -0.03
C (1.610, 2.079, -1.284)  -0.08
N (1.739, 1.885, 0.025)  -0.04
H (1.891, -0.339, 4.024)  0.11
H (3.042, 3.561, 5.375)  0.14
H (2.485, 5.032, 0.945)  0.11
H (2.333, 5.366, -1.491)  0.12
H (1.739, 3.413, -2.944)  0.11
H (1.338, 1.218, -1.883)  0.11
N (2.096, -0.609, -9.379)  0.17
C (2.081, -0.870, -8.262)  -0.20
C (2.052, -1.124, -6.877)  -0.23
C (2.979, -0.489, -6.040)  -0.01
C (2.912, -0.649, -4.680)  -0.01
C (1.904, -1.440, -4.086)  -0.18
C (0.994, -2.086, -4.951)  -0.02
C (1.067, -1.944, -6.314)  -0.01
C (1.740, -1.506, -2.671)  -0.10
C (2.777, -1.345, -1.724)  -0.28
C (4.179, -1.450, -1.889)  -0.02
C (4.762, -1.257, -0.634)  -0.08
C (3.724, -1.059, 0.257)  -0.19
N (2.524, -1.113, -0.393)  -0.09
C (0.364, -1.556, -2.081)  -0.28
C (-0.658, -0.637, -2.668)  -0.01
C (-1.793, -0.541, -1.986)  0.01
C (-1.880, -1.381, -0.737)  -0.38
N (-0.936, -0.932, 0.250)  -0.11
H (3.734, 0.145, -6.479)  0.12
H (3.599, -0.112, -4.044)  0.11
H (0.237, -2.737, -4.541)  0.10
H (0.363, -2.457, -6.952)  0.12
H (4.688, -1.681, -2.801)  0.10
H (5.806, -1.287, -0.400)  0.10
H (3.755, -0.957, 1.339)  0.10
H (-0.442, -0.102, -3.580)  0.13
H (-2.637, 0.059, -2.274)  0.10
H (-2.897, -1.379, -0.329)  0.15
C (-4.588, 1.027, 1.270)  -0.10
N (-3.238, 1.377, 0.890)  -0.30
C (-3.160, 2.377, -0.153)  -0.10
P (-1.988, 1.292, 2.000)  0.52
O (-0.719, 1.728, 1.402)  -0.29
O (-2.037, -0.264, 2.473)  -0.29
P (-1.014, -1.356, 1.800)  0.46
O (0.358, -1.267, 2.403)  -0.34
N (-1.818, -2.778, 2.182)  -0.29
C (-2.500, -2.884, 3.461)  -0.09
C (-0.996, -3.947, 1.910)  -0.11
N (-1.516, -2.746, -1.077)  -0.04
C (-0.306, -2.921, -1.844)  -0.07
C (-2.553, -3.723, -1.246)  -0.01
N (-2.278, 2.005, 3.470)  -0.30
C (-1.857, 3.372, 3.675)  -0.09
C (-3.315, 1.550, 4.369)  -0.10
H (-5.091, 0.578, 0.412)  0.09
H (-5.166, 1.903, 1.586)  0.09
H (-4.569, 0.302, 2.079)  0.07
H (-3.590, 1.975, -1.074)  0.08
H (-2.114, 2.615, -0.320)  0.07
H (-3.704, 3.291, 0.107)  0.09
H (-2.957, -1.932, 3.713)  0.07
H (-1.809, -3.164, 4.259)  0.10
H (-3.274, -3.648, 3.379)  0.10
H (-0.414, -3.771, 1.008)  0.06
H (-1.643, -4.814, 1.765)  0.09
H (-0.309, -4.156, 2.737)  0.10
H (0.497, -1.184, -1.038)  0.08
H (-0.546, -3.400, -2.803)  0.14
H (0.378, -3.593, -1.308)  0.15
H (-3.276, -3.632, -0.436)  0.10
H (-2.118, -4.722, -1.217)  0.11
H (-3.084, -3.604, -2.200)  0.12
H (-1.095, 3.616, 2.937)  0.07
H (-1.431, 3.466, 4.677)  0.09
H (-2.691, 4.076, 3.583)  0.09
H (-3.543, 0.507, 4.162)  0.06
H (-4.231, 2.146, 4.276)  0.09
H (-2.945, 1.629, 5.394)  0.10

Forces on atoms 1 to 3 (eV/Å):
0.35 -0.22 0.36
0.02 0.07 -0.05
-0.08 0.25 -0.33

Results
highest occupied orbital energy (alpha / beta)	-8.6 / -10.5	eV
2S+1	6
F_max	1.97	eV/A
<S²>	8.816
charge	+1
E	-2998.61879	a.u.